{"formula": "C44H54F5N10O2", "method": "ωB97M-V/def2-TZVPD", "total_energy_ev": -79077.8716, "gap_ev": 4.311, "total_charge": 1, "multiplicity": 1, "symbols": ["C", "C", "C", "C", "N", "C", "N", "C", "C", "F", "F", "C", "F", "F", "F", "C", "C", "O", "O", "C", "C", "H", "H", "H", "H", "H", "H", "H", "H", "H", "H", "H", "H", "H", "H", "N", "C", "C", "C", "C", "H", "H", "H", "H", "H", "N", "C", "C", "C", "C", "H", "H", "H", "H", "H", "N", "C", "C", "C", "C", "H", "H", "H", "H", "H", "N", "C", "C", "C", "C", "H", "H", "H", "H", "H", "N", "C", "C", "C", "C", "H", "H", "H", "H", "H", "N", "C", "C", "C", "C", "H", "H", "H", "H", "H", "N", "C", "C", "C", "C", "H", "H", "H", "H", "H", "N", "C", "C", "C", "C", "H", "H", "H", "H", "H"], "xyz": [[-1.30895, 1.62494, 3.30246], [-0.98581, 2.54433, 2.04119], [-1.11806, 1.66089, 0.70828], [-0.10603, 0.45958, 0.73232], [1.18199, 0.75595, 1.10271], [2.19434, -0.19029, 1.17153], [3.46815, 0.30529, 1.62367], [1.97020, -1.58673, 0.81490], [3.11271, -2.62806, 0.86100], [3.32915, -2.93623, 2.19737], [2.88095, -3.80341, 0.21098], [4.51539, -2.09607, 0.27561], [5.37838, -1.70358, 1.24035], [5.12120, -3.14891, -0.36850], [4.29402, -1.14262, -0.67751], [0.57966, -1.91056, 0.42553], [0.14503, -3.35913, 0.06665], [0.33803, -4.21265, 0.88395], [-0.48817, -3.72089, -1.10835], [-0.49362, -0.88848, 0.35717], [-1.93920, -1.24296, -0.08780], [-1.50963, 0.56407, 3.01943], [-2.20503, 2.01353, 3.85181], [-0.42780, 1.66927, 4.00151], [0.01385, 3.03562, 2.11843], [-1.82633, 3.28357, 1.97699], [-0.90474, 2.34013, -0.16665], [-2.17988, 1.32769, 0.68252], [1.39749, 1.73183, 1.33727], [3.96489, 0.69864, 0.81129], [3.31762, 1.05822, 2.30393], [0.15641, -3.88564, -1.82773], [-2.50080, -0.32659, -0.41386], [-1.95846, -1.92117, -0.98373], [-2.44949, -1.70391, 0.79784], [6.47750, 2.38928, 1.44024], [7.20259, 3.09766, 0.51921], [7.16770, 4.41926, 0.88104], [6.39624, 4.51252, 2.07003], [5.98685, 3.24456, 2.39187], [6.33010, 1.39462, 1.42136], [7.67763, 2.60107, -0.31144], [7.64423, 5.23013, 0.35256], [6.16858, 5.40892, 2.62648], [5.39035, 2.87739, 3.21230], [-4.74133, -2.66855, -2.54912], [-4.85999, -3.63635, -1.58515], [-6.19354, -3.90905, -1.42207], [-6.90935, -3.07901, -2.32525], [-5.98816, -2.32805, -3.00800], [-3.87558, -2.27105, -2.86995], [-3.98680, -4.04398, -1.10029], [-6.61069, -4.62586, -0.73194], [-7.97907, -3.03883, -2.45870], [-6.11016, -1.58174, -3.77719], [-1.39655, 4.95827, -1.40042], [-0.08694, 4.88839, -1.80008], [0.52876, 6.05702, -1.43279], [-0.44316, 6.86068, -0.78213], [-1.61896, 6.15606, -0.77468], [-2.08671, 4.24194, -1.54401], [0.29027, 4.01634, -2.31112], [1.56276, 6.30760, -1.61065], [-0.29614, 7.84471, -0.36606], [-2.59202, 6.40233, -0.38107], [9.37617, 5.11279, 3.40376], [10.63288, 4.66989, 3.09276], [11.49604, 5.13934, 4.04973], [10.72968, 5.89016, 4.97731], [9.42578, 5.85326, 4.55376], [8.54355, 4.92243, 2.86921], [10.80394, 4.06176, 2.21890], [12.55961, 4.96229, 4.08091], [11.09297, 6.39932, 5.85616], [8.53159, 6.28968, 4.96950], [-8.52102, -2.72200, 0.98298], [-8.63939, -3.68838, 1.94570], [-9.97301, -3.96170, 2.10871], [-10.68729, -3.13293, 1.20613], [-9.76513, -2.38197, 0.52391], [-7.65495, -2.32479, 0.66205], [-7.76659, -4.09542, 2.43074], [-10.38980, -4.67834, 2.79871], [-11.75669, -3.09240, 1.07164], [-9.88582, -1.63628, -0.24553], [2.88615, -2.94779, -3.42820], [2.47574, -1.88116, -4.18295], [1.59131, -2.34435, -5.12342], [1.45781, -3.74348, -4.92588], [2.26633, -4.08683, -3.87172], [3.54056, -2.90371, -2.66578], [2.84881, -0.88856, -3.98673], [1.09427, -1.74537, -5.87022], [0.83915, -4.42155, -5.49250], [2.45519, -5.03908, -3.40118], [-4.36175, -1.52713, -5.95730], [-3.38905, -0.56205, -5.96752], [-3.44674, 0.08295, -7.17570], [-4.49721, -0.51095, -7.92141], [-5.04419, -1.49826, -7.14335], [-4.54582, -2.15826, -5.19693], [-2.74124, -0.41990, -5.11663], [-2.80660, 0.89247, -7.48957], [-4.81630, -0.24378, -8.91630], [-5.85668, -2.18171, -7.33043], [-1.75666, -3.91514, 4.38819], [-1.03454, -3.20984, 3.46753], [-1.09697, -1.88272, 3.81108], [-1.88371, -1.78563, 4.98820], [-2.27371, -3.05624, 5.32106], [-1.88770, -4.91235, 4.38204], [-0.53986, -3.70648, 2.64845], [-0.62741, -1.07200, 3.27671], [-2.13410, -0.88660, 5.52979], [-2.87349, -3.42320, 6.13807]], "mulliken_charge": [-0.67, -0.55, -0.89, -0.14, 0.13, -0.20, -0.41, -0.36, 0.91, -0.29, -0.28, 0.49, -0.24, -0.27, -0.24, 2.09, -0.20, -0.50, -0.37, 0.71, -1.71, -0.10, 0.40, 0.26, 0.32, 0.43, 0.10, 0.31, 0.33, 0.29, 0.35, 0.25, 0.43, 0.28, 0.29, 0.09, -0.46, -0.50, -0.74, -0.37, 0.17, 0.42, 0.45, 0.54, 0.45, 0.06, -0.58, -0.60, -0.67, -0.58, 0.28, 0.51, 0.53, 0.49, 0.58, 0.02, -0.57, -0.41, -0.41, -0.54, 0.22, 0.44, 0.45, 0.42, 0.40, 0.06, -0.22, -0.64, -0.52, -0.44, 0.28, 0.35, 0.38, 0.39, 0.32, 0.01, -0.48, -0.42, -0.43, -0.48, 0.22, 0.38, 0.40, 0.41, 0.39, 0.12, -0.46, -0.52, -0.41, -0.69, 0.19, 0.41, 0.48, 0.43, 0.45, 0.07, -0.30, -0.60, -0.48, -0.43, 0.21, 0.38, 0.39, 0.40, 0.38, 0.10, -1.29, 0.61, -1.06, -0.51, 0.20, 0.74, 0.38, 0.41, 0.42]}